H4O2 | the ωB97M-V functional and the def2-TZVPD basis

Each line ends with the Mulliken charge.
CARTESIAN COORDINATES (ANGSTROEM)
H 0.955 -0.994 1.606  0.31
H -0.202 -0.173 0.969  0.35
H -0.822 1.154 -1.270  0.33
H 0.065 0.095 -1.919  0.32
O 0.015 -0.729 1.734  -0.66
O -0.010 0.647 -1.120  -0.66

## Properties
energy = -4159.8685 eV
energy relative to the best compared isomer or geometry (same formula, charge and spin) = 0.070 eV
orbital gap = 11.66 eV
structure (SMILES) = O.O
2S+1 = 1
M = 36.0 g mol⁻¹
total charge = 0
F_max = 0.0230 Eh/bohr